Density functional theory data (wB97M-V/def2-TZVPD) for a 13-piece molecular cluster, C26H78O13 overall in a non-equilibrium geometry.

Each line ends with the Mulliken charge.
Element x y z (Å)
C1 -10.636 -23.506 3.335  -0.08
C2 -11.072 -24.371 4.520  -0.65
O1 -12.350 -23.949 4.898  -0.56
H1 -9.643 -23.757 2.961  -0.51
H2 -10.461 -22.497 3.709  0.42
H3 -11.328 -23.529 2.494  0.55
H4 -10.394 -24.292 5.370  0.25
H5 -11.169 -25.429 4.274  0.38
H6 -12.655 -24.490 5.630  0.32
C3 -1.596 -23.662 -0.140  -0.60
C4 -1.766 -23.211 1.302  0.61
O2 -0.535 -22.711 1.688  -0.59
H7 -0.873 -24.454 -0.329  0.38
H8 -1.425 -22.837 -0.832  0.24
H9 -2.502 -24.146 -0.506  -0.12
H10 -2.119 -23.987 1.982  -0.08
H11 -2.510 -22.415 1.305  -0.16
H12 -0.019 -23.355 2.178  0.34
C5 -9.887 -20.322 -4.645  -1.41
C6 -8.758 -20.721 -3.669  0.32
O3 -9.046 -21.958 -3.031  -0.48
H13 -10.857 -20.312 -4.148  0.30
H14 -10.046 -21.104 -5.388  0.32
H15 -9.723 -19.402 -5.206  0.38
H16 -8.623 -19.941 -2.920  0.15
H17 -7.837 -20.776 -4.249  0.13
H18 -8.224 -22.298 -2.670  0.09
C7 -3.240 -27.991 4.667  -1.03
C8 -2.914 -26.558 4.270  0.25
O4 -3.346 -25.605 5.218  -0.51
H19 -4.300 -28.244 4.656  0.08
H20 -2.786 -28.369 5.583  0.35
H21 -2.854 -28.715 3.950  0.36
H22 -3.416 -26.309 3.335  -0.20
H23 -1.868 -26.369 4.030  0.36
H24 -4.303 -25.640 5.296  0.30
C9 -7.067 -25.043 -2.943  -1.15
C10 -5.870 -24.051 -2.728  -0.23
O5 -6.444 -22.882 -2.110  0.45
H25 -7.435 -25.396 -1.980  -0.05
H26 -6.733 -25.949 -3.450  0.47
H27 -7.825 -24.521 -3.527  0.40
H28 -5.417 -23.863 -3.701  0.44
H29 -5.029 -24.458 -2.168  0.14
H30 -5.745 -22.252 -1.918  -0.02
C11 -7.984 -22.046 5.044  -0.16
C12 -6.503 -21.855 5.167  -0.09
O6 -6.030 -22.564 6.268  -0.55
H31 -8.249 -21.778 4.021  -0.22
H32 -8.469 -21.414 5.788  0.50
H33 -8.319 -23.081 5.112  0.00
H34 -6.188 -20.812 5.154  0.35
H35 -5.955 -22.217 4.297  -0.16
H36 -6.137 -22.040 7.066  0.32
C13 -4.455 -20.392 -3.583  -1.04
C14 -3.671 -21.044 -2.471  -0.48
O7 -4.506 -21.339 -1.327  -0.25
H37 -4.754 -19.451 -3.122  0.31
H38 -5.365 -20.888 -3.920  0.09
H39 -3.761 -20.226 -4.407  0.40
H40 -2.900 -20.416 -2.023  0.55
H41 -3.136 -21.945 -2.770  0.28
H42 -4.643 -20.542 -0.811  0.08
C15 -11.139 -21.597 -0.522  -0.59
C16 -10.367 -20.449 0.076  -0.22
O8 -9.741 -20.882 1.288  -0.55
H43 -11.994 -21.964 0.048  0.35
H44 -10.494 -22.442 -0.765  -0.17
H45 -11.524 -21.180 -1.453  0.40
H46 -10.974 -19.566 0.277  0.39
H47 -9.597 -20.031 -0.574  -0.03
H48 -8.990 -21.442 1.079  -0.11
C17 -6.411 -19.438 2.152  -0.92
C18 -6.237 -18.976 0.719  0.05
O9 -4.902 -19.219 0.320  -0.58
H49 -6.074 -20.464 2.299  -0.04
H50 -7.446 -19.334 2.475  0.33
H51 -5.866 -18.862 2.901  0.59
H52 -6.489 -17.922 0.598  0.41
H53 -6.808 -19.581 0.015  -0.16
H54 -4.317 -18.719 0.893  0.25
C19 -5.210 -26.692 0.080  0.01
C20 -3.684 -26.963 0.239  -0.20
O10 -3.429 -28.351 0.361  -0.59
H55 -5.441 -25.822 -0.533  -0.48
H56 -5.587 -26.463 1.077  -0.09
H57 -5.707 -27.600 -0.262  0.58
H58 -3.319 -26.424 1.113  -0.04
H59 -3.115 -26.567 -0.602  0.43
H60 -2.472 -28.431 0.374  0.32
C21 -5.370 -23.384 1.448  -0.70
C22 -6.840 -23.608 1.407  1.01
O11 -7.388 -22.621 0.526  1.60
H61 -5.167 -22.381 1.823  -0.15
H62 -4.924 -23.535 0.465  0.15
H63 -4.824 -24.055 2.111  0.23
H64 -7.224 -23.510 2.422  -0.74
H65 -7.116 -24.615 1.094  -0.24
H66 -7.082 -22.732 -0.377  -0.62
C23 -10.538 -25.506 -0.964  -1.48
C24 -9.912 -25.674 0.428  0.88
O12 -8.976 -26.749 0.248  -0.54
H67 -11.224 -24.660 -0.934  0.37
H68 -11.028 -26.376 -1.401  0.40
H69 -9.746 -25.230 -1.659  0.11
H70 -10.691 -25.960 1.135  0.37
H71 -9.506 -24.735 0.803  -0.41
H72 -8.780 -27.065 1.133  0.21
C25 -8.492 -26.427 3.975  -0.16
C26 -7.873 -27.850 3.803  -0.04
O13 -8.055 -28.220 2.444  -0.54
H73 -7.801 -25.642 3.666  -0.09
H74 -8.778 -26.236 5.010  0.47
H75 -9.445 -26.296 3.463  -0.25
H76 -8.341 -28.610 4.429  0.46
H77 -6.819 -27.957 4.061  -0.15
H78 -7.837 -29.152 2.372  0.24

Results
2S+1: 1
Relative energy (zero: lowest compared OMol25 entry of this formula, charge and spin) (kJ/mol): 270.2
LUMO energy (eV): 0.4
Calculated total energy (a.u.): -2015.3648
F_max (eV Å⁻¹): 2.13
HOMO level (eV): -9.52

---

Density functional theory data (wB97M-V/def2-TZVPD) for C10H14BCoFN6 as an isolated structure in a non-equilibrium geometry.

Each line ends with the natural charge from an NBO analysis.
Element x y z (Å)
H1 -1.740 -2.931 1.127  0.25
N1 -0.354 -1.769 0.043  -0.40
B1 1.481 -0.694 -1.245  0.56
N2 0.755 -2.023 -0.750  -0.32
C1 0.910 -3.366 -0.814  0.00
Co1 -0.941 -0.116 0.443  1.38
H2 1.710 -3.816 -1.373  0.22
C2 -0.106 -3.977 -0.051  -0.35
H3 -0.290 -5.020 0.124  0.23
C3 -0.868 -2.937 0.479  -0.01
H4 2.429 -0.910 -1.922  -0.03
C4 -2.313 2.440 2.666  -0.85
H5 -3.361 2.837 2.703  0.22
H6 -2.155 2.076 1.639  0.21
H7 -1.596 3.252 2.835  0.20
N3 1.826 0.116 0.084  -0.31
N4 0.379 0.168 -2.004  -0.31
N5 0.740 0.412 0.902  -0.41
N6 -0.755 0.473 -1.250  -0.41
C5 2.925 0.654 0.655  0.02
C6 0.254 0.775 -3.208  0.01
H8 3.873 0.592 0.163  0.22
H9 1.032 0.724 -3.956  0.23
C7 2.562 1.269 1.861  -0.35
C8 -0.976 1.451 -3.245  -0.35
C9 1.181 1.098 1.989  0.00
C10 -1.581 1.239 -2.008  0.00
H10 3.189 1.788 2.555  0.23
H11 -1.390 2.042 -4.040  0.23
H12 0.483 1.428 2.753  0.23
H13 -2.523 1.592 -1.599  0.23
H14 -2.160 1.680 3.447  0.22
F1 -2.620 -0.548 0.999  -0.79

Results
2S+1: 4
LUMO energy (spin up / spin down) (eV): 0.7 / 0.3
Calculated total energy (a.u.): -2225.5308
<S²>: 3.763
F_max (eV Å⁻¹): 5.50
HOMO level (spin up / spin down) (eV): -8.49 / -8.46

---

Density functional theory data (wB97M-V/def2-TZVPD) for a 2-piece molecular cluster, C10H4F4NO4 overall in a non-equilibrium geometry.

Each line ends with the natural charge from an NBO analysis.
Element x y z (Å)
F1 3.090 0.084 1.835  -0.29
C1 2.182 -0.794 1.385  0.32
C2 1.237 -1.268 2.216  0.32
F2 1.214 -0.876 3.498  -0.27
C3 0.258 -2.244 1.750  0.41
O1 -0.548 -2.722 2.514  -0.45
C4 0.281 -2.637 0.346  0.30
F3 -0.636 -3.503 -0.108  -0.28
C5 1.233 -2.171 -0.483  0.30
F4 1.272 -2.586 -1.757  -0.28
C6 2.257 -1.253 0.002  0.39
O2 3.156 -0.890 -0.720  -0.47
C7 -2.044 2.651 0.421  -0.52
C8 -2.026 3.135 1.868  -0.52
C9 -1.084 2.175 2.549  0.64
O3 -0.790 2.271 3.719  -0.67
N1 -0.632 1.232 1.684  -0.71
C10 -1.151 1.436 0.446  0.64
O4 -0.943 0.743 -0.524  -0.69
H1 -3.047 2.376 0.071  0.21
H2 -1.642 3.394 -0.279  0.21
H3 -1.656 4.162 1.977  0.21
H4 -3.012 3.086 2.347  0.21

Results
2S+1: 1
LUMO energy (eV): 0.9
Charge: -1
Calculated total energy (a.u.): -1138.6893
F_max (eV Å⁻¹): 2.12
HOMO level (eV): -4.99